Entry 1:
Density functional theory data (wB97M-V/def2-TZVPD) for a cluster of 4 separate species, C2H14N2O3 in total.

```
! wB97M-V def2-TZVPD RIJCOSX def2/J DEFGRID3
* xyz 0 1
N 2.698 -0.587 -0.636
C 1.727 0.176 -1.445
C 0.359 0.355 -0.677
N 0.665 1.166 0.520
H 2.728 -0.229 0.305
H 2.468 -1.556 -0.667
H 2.116 1.193 -1.448
H 1.598 -0.428 -2.336
H 0.184 -0.676 -0.391
H -0.330 0.839 -1.366
H 0.678 0.509 1.283
H -0.080 1.803 0.750
H -1.262 -2.421 0.229
H -0.080 -3.075 1.093
O -0.340 -2.643 0.297
H -1.920 -2.091 -2.100
H -3.293 -2.614 -1.659
O -2.483 -2.217 -1.351
H -2.344 3.608 3.138
H -1.569 4.844 3.482
O -1.520 4.043 2.979
*
```

**HOMO**: -8.202 eV
**E_tot**: -11423.005 eV
**Orbital gap**: 8.78 eV
**Energy above the lowest of the compared OMol25 structures with the same formula, charge and spin**: 32.8 kcal/mol
**SMILES string**: NCCN.O.O.O

Löwdin atomic charge list, values in e, 4 entries:
1. N -0.0177
2. C -0.2704
3. C -0.2716
4. N -0.0026

***

Entry 2:
Density functional theory data (wB97M-V/def2-TZVPD) for an isolated molecule of C5H8O2.

```
! wB97M-V def2-TZVPD RIJCOSX def2/J DEFGRID3
* xyz 0 1
C -0.416 -1.221 1.081
C -0.506 0.018 0.217
O -1.738 0.649 0.520
C 0.705 0.970 0.276
C 1.163 0.648 -1.135
O 1.357 -0.650 -1.318
C -0.277 -0.200 -1.273
H 0.488 -1.780 0.824
H -0.379 -0.940 2.138
H -1.291 -1.860 0.924
H -1.920 1.304 -0.168
H 0.374 2.008 0.307
H 1.413 0.762 1.079
H 1.737 1.390 -1.725
H -0.710 -1.097 -1.748
*
```

**HOMO**: -9.404 eV
**E_tot**: -9406.044 eV
**Orbital gap**: 10.29 eV
**Energy above the lowest of the compared OMol25 structures with the same formula, charge and spin**: 87.4 kcal/mol
**SMILES string**: C[C@@]1(O)C[C@H]2O[C@H]21

Löwdin atomic charge list, values in e, 4 entries:
1. C -0.0134
2. C -0.5866
3. O -0.0017
4. C -0.0670

***

Entry 3:
Density functional theory data (wB97M-V/def2-TZVPD) for a cluster of 9 separate species, C53H91Cl4N9O3 in total.

```
! wB97M-V def2-TZVPD RIJCOSX def2/J DEFGRID3
* xyz 0 1
C -2.278 -4.292 0.214
C -3.207 -3.578 -0.783
C -3.106 -2.042 -0.858
C -1.712 -1.418 -0.949
C -0.999 -1.327 0.447
O -1.936 -1.452 1.511
C -1.457 -2.229 2.556
Cl -2.906 -2.623 3.567
C -0.444 -1.535 3.455
C 0.166 -2.548 4.457
C 1.104 -3.580 3.774
C 1.810 -3.040 2.530
N 2.899 -3.878 2.053
C 3.861 -3.308 1.318
C 4.733 -4.277 0.959
C 4.237 -5.468 1.509
C 3.107 -5.201 2.186
O -1.752 -0.045 -1.449
C -2.705 0.811 -0.907
O -3.872 0.873 -1.694
C -2.008 2.227 -0.988
Cl -3.294 3.486 -1.037
C -0.929 2.446 0.130
C 0.436 2.249 -0.532
Cl -0.944 4.206 0.588
C -0.717 -2.165 -1.888
Cl 0.638 -0.993 -2.257
C -1.247 -2.631 -3.249
C -2.176 -1.669 -4.001
H -1.234 -3.996 0.158
H -2.332 -5.366 0.040
H -2.666 -4.122 1.218
H -4.222 -3.797 -0.447
H -3.111 -4.074 -1.747
H -3.690 -1.648 -0.030
H -3.649 -1.736 -1.750
H -0.499 -0.366 0.519
H -0.222 -2.092 0.483
H -1.060 -3.193 2.236
H 0.305 -0.944 2.931
H -1.012 -0.828 4.059
H -0.659 -3.094 4.913
H 0.719 -2.072 5.259
H 0.453 -4.391 3.424
H 1.787 -4.056 4.475
H 1.060 -3.034 1.734
H 2.133 -2.012 2.663
H 3.945 -2.270 1.053
H 5.623 -4.169 0.366
H 4.681 -6.441 1.385
H 2.442 -5.840 2.733
H -2.950 0.640 0.146
H -4.604 0.741 -1.085
H -1.544 2.249 -1.969
H -1.085 1.802 0.990
H 1.201 2.651 0.126
H 0.504 2.804 -1.465
H 0.601 1.206 -0.797
H -0.221 -3.001 -1.409
H -1.711 -3.615 -3.220
H -0.372 -2.763 -3.885
H -2.022 -1.860 -5.072
H -1.932 -0.620 -3.863
H -3.233 -1.865 -3.839
C 2.882 6.203 -0.532
C 3.813 5.495 0.443
C 4.763 4.515 -0.254
C 4.048 3.396 -0.861
N 3.485 2.517 -1.339
H 2.216 5.496 -1.031
H 2.260 6.927 -0.003
H 3.450 6.735 -1.292
H 3.222 4.974 1.199
H 4.411 6.242 0.969
H 5.475 4.122 0.475
H 5.346 5.034 -1.018
C -4.693 -0.258 -7.437
C -4.693 -1.255 -8.591
C -4.736 -2.712 -8.120
C -3.525 -3.092 -7.396
N -2.578 -3.389 -6.820
H -3.798 -0.361 -6.820
H -4.715 0.763 -7.820
H -5.567 -0.397 -6.798
H -3.814 -1.089 -9.215
H -5.568 -1.070 -9.218
H -4.845 -3.369 -8.985
H -5.609 -2.877 -7.487
C 1.707 9.471 -4.152
C 1.976 8.483 -5.283
C 2.117 7.038 -4.794
C 3.294 6.852 -3.950
N 4.214 6.706 -3.279
H 2.542 9.511 -3.451
H 1.562 10.474 -4.554
H 0.807 9.196 -3.598
H 2.876 8.785 -5.822
H 1.149 8.527 -5.994
H 2.197 6.372 -5.654
H 1.223 6.738 -4.244
C -3.636 3.134 4.592
C -3.781 3.846 3.252
C -3.468 5.345 3.321
C -4.424 6.094 4.135
N -5.187 6.683 4.760
H -4.353 3.510 5.325
H -3.815 2.065 4.472
H -2.631 3.264 4.998
H -4.792 3.692 2.869
H -3.095 3.389 2.537
H -3.483 5.754 2.309
H -2.460 5.501 3.709
C -3.757 8.339 10.052
C -3.858 8.277 8.531
C -4.354 6.923 8.016
C -3.404 5.852 8.296
N -2.654 5.011 8.513
H -3.020 7.630 10.432
H -3.452 9.336 10.371
H -4.719 8.117 10.518
H -2.885 8.509 8.094
H -4.552 9.048 8.193
H -4.511 6.985 6.937
H -5.323 6.685 8.460
C 4.813 -8.900 -1.575
C 4.745 -8.010 -2.811
C 4.758 -6.517 -2.476
C 3.564 -6.099 -1.748
N 2.633 -5.771 -1.164
H 3.936 -8.768 -0.939
H 4.854 -9.950 -1.868
H 5.703 -8.680 -0.983
H 3.850 -8.257 -3.386
H 5.603 -8.228 -3.450
H 4.820 -5.941 -3.402
H 5.648 -6.271 -1.893
C -3.416 -1.271 7.156
C -2.258 -1.627 8.078
C -1.247 -0.486 8.264
C -0.554 -0.169 7.019
N -0.002 0.072 6.041
H -3.067 -1.069 6.141
H -4.125 -2.099 7.103
H -3.946 -0.395 7.518
H -1.751 -2.514 7.690
H -2.657 -1.892 9.059
H -0.510 -0.784 9.013
H -1.743 0.408 8.644
C 6.214 -4.407 -6.605
C 6.564 -5.215 -7.850
C 6.128 -6.680 -7.755
C 6.853 -7.407 -6.714
N 7.419 -7.977 -5.894
H 6.741 -4.781 -5.726
H 6.495 -3.363 -6.740
H 5.141 -4.443 -6.404
H 7.639 -5.156 -8.031
H 6.072 -4.764 -8.713
H 6.306 -7.174 -8.712
H 5.055 -6.741 -7.563
*
```

**HOMO**: -7.845 eV
**E_tot**: -126078.072 eV
**Orbital gap**: 8.38 eV
**SMILES string**: CCC[C@](CO[C@H](Cl)CCCCn1cccc1)(O[C@H](O)[C@@H](Cl)[C@@H](C)Cl)[C@H](Cl)CC.CCCC#N.CCCC#N.CCCC#N.CCCC#N.CCCC#N.CCCC#N.CCCC#N.CCCC#N

Löwdin atomic charge list, values in e, 4 entries:
1. C -0.0759
2. C -0.1956
3. C -0.1079
4. C -0.3854

***

Entry 4:
Density functional theory data (wB97M-V/def2-TZVPD) for a cluster of 2 separate species, C26H30N2O2 in total.

```
! wB97M-V def2-TZVPD RIJCOSX def2/J DEFGRID3
* xyz 0 1
C 1.460 7.736 -1.449
N 0.969 6.475 -1.975
C 1.672 6.056 -3.173
C 0.375 5.533 -1.122
C -1.038 5.434 -1.047
C -1.630 4.561 -0.157
C -0.844 3.721 0.687
C -1.461 2.821 1.604
C -0.781 1.831 2.309
C -1.391 0.984 3.232
C -0.694 0.072 4.078
C -1.403 -0.884 4.866
C -0.740 -1.763 5.695
C 0.675 -1.731 5.790
N 1.335 -2.599 6.671
C 2.034 -3.773 6.182
C 1.859 -2.115 7.935
C 1.398 -0.811 4.999
C 0.730 0.073 4.169
C 0.574 3.811 0.574
C 1.169 4.690 -0.315
H 0.951 7.992 -0.515
H 2.546 7.697 -1.259
H 1.270 8.521 -2.192
H 1.301 5.085 -3.518
H 1.500 6.807 -3.955
H 2.757 5.980 -2.999
H -1.625 6.068 -1.716
H -2.718 4.505 -0.092
H -2.533 2.931 1.756
H 0.285 1.691 2.108
H -2.480 1.002 3.305
H -2.493 -0.923 4.804
H -1.269 -2.506 6.300
H 1.651 -4.071 5.202
H 3.117 -3.586 6.097
H 1.882 -4.594 6.895
H 1.348 -1.196 8.239
H 1.699 -2.886 8.700
H 2.940 -1.913 7.868
H 2.489 -0.811 5.067
H 1.307 0.789 3.583
H 1.208 3.189 1.204
H 2.257 4.760 -0.394
C -8.644 0.793 3.204
O -7.701 1.721 2.630
C -6.830 2.393 3.444
C -6.777 2.236 4.855
C -5.854 2.997 5.584
C -4.982 3.869 4.970
C -4.881 3.918 3.513
O -3.903 4.441 2.919
C -5.959 3.271 2.801
H -9.192 0.412 2.340
H -8.140 -0.033 3.723
H -9.334 1.297 3.894
H -7.454 1.534 5.354
H -5.835 2.888 6.669
H -4.284 4.476 5.538
H -6.018 3.392 1.724
*
```

**HOMO**: -5.572 eV
**E_tot**: -34518.944 eV
**Orbital gap**: 2.89 eV
**Energy above the lowest of the compared OMol25 structures with the same formula, charge and spin**: 135.4 kcal/mol

Löwdin atomic charge list, values in e, 4 entries:
1. C -0.0756
2. N -0.2520
3. C -0.0803
4. C -0.2387

***

The lowest E_tot belongs to which entry? C53H91Cl4N9O3